Model w:
The following is a quantum chemistry calculation of 2 unconnected molecules or ions with the total composition C4H9O3, from the OMol25 dataset.

Computed properties:
LUMO = 3.6 eV
HOMO-LUMO gap = 6.831 eV
net charge = -1

```
16
C4H9O3 | the OMol25 dataset | ωB97M-V/def2-TZVPD
C -0.542 0.624 -0.443
O -0.413 1.945 -0.762
C 0.340 0.212 0.635
C 0.753 -1.270 0.375
C 1.707 -1.526 1.445
O 2.643 -2.309 1.442
H -1.507 0.407 0.006
H -0.145 0.067 -1.235
H 1.230 0.785 0.552
H -0.138 0.444 1.588
H 1.087 -1.246 -0.708
H -0.088 -1.874 0.467
H 1.762 -0.766 2.300
H -2.629 1.200 -1.343
H -1.606 1.887 -2.038
O -2.454 1.420 -2.279
```



Model x:
The following is a quantum chemistry calculation of 2 unconnected molecules or ions with the total composition C4H9O3, from the OMol25 dataset.

Computed properties:
LUMO = 3.9 eV
HOMO-LUMO gap = 8.027 eV
net charge = -1

```
16
C4H9O3 | the OMol25 dataset | ωB97M-V/def2-TZVPD
C 1.805 1.090 1.073
C 1.399 -0.187 1.919
O 0.190 -0.514 1.724
O 2.285 -0.739 2.583
H 1.529 2.028 1.546
H 1.154 0.957 0.217
H 2.843 0.980 0.787
C -1.011 -0.782 -1.616
C -2.020 -0.203 -0.579
O 0.216 -0.101 -1.785
H -0.859 -1.840 -1.383
H -1.457 -0.687 -2.622
H -1.944 -0.902 0.247
H 0.510 0.250 -0.915
H -3.025 -0.096 -0.979
H -1.616 0.745 -0.216
```



Stability check: which of them is least stable? model w.



Model w:
The following is a quantum chemistry calculation of a molecular structure, C6H15N3, from the OMol25 dataset.

Computed properties:
LUMO = 0.7 eV
HOMO-LUMO gap = 8.741 eV

```
24
C6H15N3 | the OMol25 dataset | ωB97M-V/def2-TZVPD
C 1.593 0.575 0.142
C 2.004 -0.853 0.416
N 2.328 1.215 -0.852
N 1.160 1.377 1.113
H 0.086 0.372 -0.709
H 2.433 0.723 -1.725
H 2.132 2.200 -0.948
H -0.079 1.791 0.784
H 0.970 0.865 1.969
H 2.877 -0.871 1.072
H 1.189 -1.383 0.909
H 2.262 -1.377 -0.504
C -1.501 -1.831 -0.794
C -1.646 -0.572 0.015
C -1.116 0.672 -0.649
C -2.073 -0.565 1.273
N -1.184 1.842 0.101
H -1.120 2.647 -0.518
H -1.483 0.756 -1.682
H -0.471 -1.973 -1.132
H -2.128 -1.779 -1.688
H -1.786 -2.710 -0.218
H -2.136 0.359 1.828
H -2.310 -1.483 1.796
```



Model x:
The following is a quantum chemistry calculation of 2 unconnected molecules or ions with the total composition C6H15N3, from the OMol25 dataset.

Computed properties:
SMILES = CC(C)(N)C#N.CCN
LUMO = 0.7 eV
HOMO-LUMO gap = 9.437 eV

```
24
C6H15N3 | the OMol25 dataset | ωB97M-V/def2-TZVPD
C 1.430 -2.722 -0.715
C 0.723 -1.398 -0.366
C 0.292 -1.388 1.105
N -0.443 -1.117 -1.199
C 1.670 -0.312 -0.588
N 2.416 0.531 -0.782
H 0.746 -3.555 -0.562
H 1.751 -2.720 -1.756
H 2.305 -2.866 -0.086
H -0.260 -0.479 1.325
H -0.353 -2.242 1.302
H 1.159 -1.445 1.758
H -0.209 -1.147 -2.185
H -1.181 -1.786 -1.019
C -0.252 2.622 1.060
C -1.634 2.212 0.552
N -1.678 1.776 -0.832
H 0.110 3.484 0.503
H 0.465 1.813 0.929
H -0.296 2.888 2.114
H -2.027 1.394 1.166
H -2.322 3.059 0.654
H -1.154 0.914 -0.952
H -1.257 2.483 -1.426
```



Model y:
The following is a quantum chemistry calculation of 2 unconnected molecules or ions with the total composition C6H15N3, from the OMol25 dataset.

Computed properties:
SMILES = C=CC(=C)N.CNCN
LUMO = 0.7 eV
HOMO-LUMO gap = 9.093 eV

```
24
C6H15N3 | the OMol25 dataset | ωB97M-V/def2-TZVPD
C -1.631 1.819 0.522
C -1.017 1.699 -0.654
C 0.419 1.855 -0.896
C 0.888 1.883 -2.155
N 1.247 1.973 0.213
H -1.101 2.036 1.438
H -2.708 1.812 0.592
H -1.617 1.660 -1.556
H 0.218 1.962 -2.994
H 1.942 1.971 -2.366
H 2.230 1.854 0.024
H 0.955 1.483 1.044
C -0.271 -1.877 -0.830
N -0.688 -1.546 0.532
C 0.467 -1.384 1.499
N 0.431 -2.672 2.131
H -1.143 -1.951 -1.477
H 0.415 -1.133 -1.257
H 0.255 -2.832 -0.801
H -1.258 -0.701 0.511
H 1.424 -1.169 0.997
H 0.158 -0.610 2.212
H -0.655 -2.807 1.629
H 1.038 -3.325 1.645
```



Stability check: which of them is least stable? model y.



Model w:
The following is a quantum chemistry calculation of C6H15N3 in the gas phase, from the OMol25 dataset.

Computed properties:
SMILES = CCN/N=C\C[C@@H](C)N
LUMO = 0.8 eV
HOMO-LUMO gap = 9.517 eV

```
24
C6H15N3 | the OMol25 dataset | ωB97M-V/def2-TZVPD
C -3.179 -1.442 0.626
C -2.388 -0.582 -0.490
N -2.138 0.833 -0.170
N -1.233 1.038 -1.394
C 0.054 1.290 -1.107
C 0.916 1.210 0.106
C 2.020 0.146 -0.203
C 3.055 0.193 0.833
N 1.445 -1.115 -0.400
H -3.749 -2.431 0.152
H -4.209 -0.975 0.884
H -2.247 -1.470 1.452
H -1.380 -0.954 -0.419
H -2.864 -0.519 -1.588
H -3.033 1.394 -0.276
H 0.658 1.785 -1.850
H 0.437 1.030 1.091
H 1.463 2.215 0.288
H 2.871 0.467 -1.025
H 3.291 1.279 1.194
H 4.177 -0.209 0.301
H 2.808 -0.221 1.821
H 2.216 -1.975 -0.408
H 1.011 -0.986 0.583
```



Model x:
The following is a quantum chemistry calculation of a molecular structure, C6H15N3, from the OMol25 dataset.

Computed properties:
LUMO = 0.6 eV
HOMO-LUMO gap = 7.848 eV

```
24
C6H15N3 | the OMol25 dataset | ωB97M-V/def2-TZVPD
C -0.553 1.028 0.618
C -1.736 0.335 1.252
C -0.857 1.738 -0.680
C 1.090 0.194 0.802
N 2.215 0.909 1.012
N 0.999 -1.066 1.030
H -0.216 1.790 1.327
H 2.254 1.874 0.735
H 3.058 0.488 1.380
H 1.833 -1.581 1.305
H -2.448 1.090 1.605
H -1.436 -0.255 2.116
H -2.257 -0.288 0.535
H 0.047 2.066 -1.194
H -1.444 1.106 -1.343
H -1.478 2.614 -0.469
C 0.303 -0.942 -2.081
C -0.138 -2.052 -0.085
N -0.610 -1.225 -1.010
H 0.992 -0.132 -1.810
H -0.257 -0.649 -2.974
H 0.950 -1.799 -2.331
H 0.557 -2.849 -0.382
H -0.870 -2.391 0.642
```



Stability check: which of them is least stable? model w.



Model w:
The following is a quantum chemistry calculation of CH3BrO in the gas phase, from the OMol25 dataset.

Computed properties:
SMILES = OCBr
LUMO = 0.9 eV
HOMO-LUMO gap = 11.465 eV

```
6
CH3BrO | the OMol25 dataset | ωB97M-V/def2-TZVPD
O 0.859 0.973 -0.146
C 0.035 -0.488 -0.078
Br -1.799 -0.157 -0.239
H 0.266 1.447 0.583
H 0.352 -1.032 -0.964
H 0.287 -0.742 0.844
```



Model x:
The following is a quantum chemistry calculation of a molecular structure, CH3BrO, from the OMol25 dataset.

Computed properties:
LUMO (alpha / beta) = -3.4 / -3.3 eV
HOMO-LUMO gap (alpha / beta) = 6.950 / 7.256 eV

```
6
CH3BrO | the OMol25 dataset | ωB97M-V/def2-TZVPD
C -0.334 0.002 -0.016
O -1.637 0.244 -0.073
Br -2.929 -1.828 0.181
H 0.225 0.909 -0.001
H -0.114 -0.829 -0.833
H -0.238 -0.440 1.030
```



Stability check: which of them is least stable? model x.



Model w:
The following is a quantum chemistry calculation of a molecular structure, H4N5, from the OMol25 dataset.

Computed properties:
LUMO = -5.3 eV
HOMO-LUMO gap = 10.773 eV
net charge = +1

```
9
H4N5 | the OMol25 dataset | ωB97M-V/def2-TZVPD
N -3.241 0.122 -0.047
N 0.480 -1.467 0.309
N -2.218 0.208 -0.378
N 1.149 0.756 -0.035
N 0.237 -0.244 0.174
H 1.470 -1.751 0.264
H 2.172 0.577 -0.052
H 0.836 1.761 -0.122
H -0.887 0.038 -0.113
```



Model x:
The following is a quantum chemistry calculation of a gas-phase ion, H4N5 (charge +1), from the OMol25 dataset.

Computed properties:
SMILES = [H]/N=N\N=[NH+]\N
LUMO = -5.0 eV
HOMO-LUMO gap = 9.023 eV
net charge = +1

```
9
H4N5 | the OMol25 dataset | ωB97M-V/def2-TZVPD
H 3.252 -0.515 -0.443
N 2.730 0.274 0.000
N 1.559 0.288 -0.006
N 0.395 0.310 -0.056
N -0.692 -0.141 0.422
N -1.879 0.207 -0.221
H -0.735 -0.275 1.455
H -1.822 -0.108 -1.178
H -2.807 -0.039 0.026
```



Stability check: which of them is least stable? model x.



Model w:
The following is a quantum chemistry calculation of 4 unconnected molecules or ions with the total composition C2H14N2O3, from the OMol25 dataset.

Computed properties:
SMILES = CNCN.O.O.O
LUMO = 0.6 eV
HOMO-LUMO gap = 10.152 eV

```
21
C2H14N2O3 | the OMol25 dataset | ωB97M-V/def2-TZVPD
C -0.656 1.155 1.385
N -1.399 0.060 0.771
C -1.647 0.258 -0.679
N -1.451 -0.914 -1.514
H -0.611 1.041 2.473
H -1.144 2.117 1.206
H 0.388 1.125 1.075
H -2.291 -0.120 1.212
H -2.693 0.490 -0.791
H -1.027 1.048 -1.082
H -1.753 -1.772 -1.071
H -0.475 -1.071 -1.739
O 0.711 -1.866 0.415
H 0.005 -1.209 0.632
H 0.851 -2.336 1.244
O 1.449 1.018 -1.928
H 2.171 0.843 -1.298
H 1.322 0.186 -2.400
O 3.048 -0.016 0.467
H 2.898 0.599 1.188
H 2.303 -0.636 0.433
```



Model x:
The following is a quantum chemistry calculation of 4 unconnected molecules or ions with the total composition C2H14N2O3, from the OMol25 dataset.

Computed properties:
SMILES = CNCN.O.O.O
LUMO = 0.1 eV
HOMO-LUMO gap = 9.300 eV

```
21
C2H14N2O3 | the OMol25 dataset | ωB97M-V/def2-TZVPD
C -2.483 0.888 0.038
N -1.602 -0.213 -0.513
C -0.605 0.528 -1.333
N 0.283 1.387 -0.556
H -1.878 1.630 0.560
H -3.088 1.394 -0.717
H -3.149 0.405 0.766
H -1.148 -0.522 0.357
H -1.159 1.152 -2.027
H -0.138 -0.268 -1.929
H 1.096 1.788 -0.995
H 0.596 0.901 0.277
O 2.123 0.475 2.761
H 2.339 1.157 2.109
H 2.315 -0.304 2.198
O 1.398 -1.578 -2.080
H 1.744 -1.051 -1.350
H 0.950 -2.305 -1.621
O 1.070 -1.700 1.539
H 1.011 -1.607 0.586
H 0.324 -2.158 1.931
```



Stability check: which of them is least stable? model x.



Model w:
The following is a quantum chemistry calculation of 4 unconnected molecules or ions with the total composition C2H14N2O3, from the OMol25 dataset.

Computed properties:
SMILES = NCCN.O.O.O
LUMO = 0.9 eV
HOMO-LUMO gap = 10.418 eV

```
21
C2H14N2O3 | the OMol25 dataset | ωB97M-V/def2-TZVPD
N -0.185 -1.900 0.167
C -0.567 -0.699 0.955
C 0.579 0.022 1.596
N 0.142 1.384 2.038
H 0.408 -2.542 0.673
H 0.566 -1.533 -0.415
H -1.296 -1.086 1.675
H -1.095 -0.006 0.303
H 1.119 -0.473 2.419
H 1.452 0.130 0.935
H -0.582 1.179 2.735
H 0.840 1.699 2.716
O -1.269 3.290 -0.201
H -1.082 2.728 0.581
H -0.623 4.016 -0.153
O 0.676 -2.674 -2.496
H -0.199 -3.039 -2.343
H 1.014 -3.330 -3.123
O 0.275 0.830 -2.493
H -0.078 0.289 -3.210
H -0.095 1.715 -2.357
```



Model x:
The following is a quantum chemistry calculation of 4 unconnected molecules or ions with the total composition C2H14N2O3, from the OMol25 dataset.

Computed properties:
SMILES = NCCN.O.O.O
LUMO = 0.8 eV
HOMO-LUMO gap = 10.442 eV

```
21
C2H14N2O3 | the OMol25 dataset | ωB97M-V/def2-TZVPD
N 1.505 -1.169 -0.122
C 0.484 -0.533 0.739
C -0.308 0.570 0.086
N -1.396 1.040 0.982
H 1.140 -1.562 -0.979
H 1.929 -1.947 0.357
H 0.933 -0.276 1.692
H -0.282 -1.309 0.873
H 0.383 1.379 -0.220
H -0.729 0.241 -0.866
H -1.731 1.859 0.478
H -0.900 1.473 1.761
O -4.383 -1.555 2.155
H -3.929 -1.100 1.422
H -5.342 -1.411 2.050
O 1.086 0.383 -3.000
H 1.607 0.918 -2.357
H 0.439 0.967 -3.409
O 3.078 1.160 -0.520
H 3.961 1.022 -0.859
H 2.717 0.242 -0.518
```



Model y:
The following is a quantum chemistry calculation of 4 unconnected molecules or ions with the total composition C2H14N2O3, from the OMol25 dataset.

Computed properties:
SMILES = NCCN.O.O.O
LUMO = 0.6 eV
HOMO-LUMO gap = 9.540 eV

```
21
C2H14N2O3 | the OMol25 dataset | ωB97M-V/def2-TZVPD
N -1.296 -0.796 1.398
C -0.116 -0.084 0.845
C -0.293 0.175 -0.717
N 0.133 1.520 -1.220
H -1.663 -1.544 0.820
H -2.008 -0.098 1.540
H 0.688 -0.788 1.026
H -0.083 0.941 1.200
H 0.298 -0.596 -1.209
H -1.332 0.068 -0.994
H 0.495 2.141 -0.512
H 0.942 1.413 -1.835
O -3.359 2.474 2.640
H -3.938 2.286 3.386
H -2.687 3.052 3.017
O 1.566 -6.887 0.283
H 1.752 -7.133 1.190
H 0.685 -6.829 -0.069
O 3.701 3.819 -3.761
H 3.125 3.932 -2.994
H 3.390 2.936 -4.034
```



Stability check: which of them is least stable? model y.